[1]
{
  "formula": "C3H2FNOS",
  "method": "the ωB97M-V functional and the def2-TZVPD basis",
  "homo_energy_ev": [-9.549, -9.741],
  "de_lowest_kcal_mol": 107.1,
  "spin_multiplicity": 1,
  "symbols": ["C", "C", "C", "N", "O", "F", "S", "H", "H"],
  "xyz": [[-0.4574, 0.7285, -1.0002], [-0.7413, 0.7882, 0.3627], [0.8955, -1.1658, -0.2370], [0.5797, 0.0045, -1.4160], [-0.0587, -1.1245, 2.2600], [2.0819, -1.6754, -0.3699], [0.4413, -0.2578, 1.1867], [-1.0469, 1.3823, -1.5767], [-1.6941, 1.3199, 0.7904]]
}

***

[2]
{
  "formula": "C3H2FO2",
  "method": "the ωB97M-V functional and the def2-TZVPD basis",
  "homo_energy_ev": -4.409,
  "charge": -1,
  "smiles": "C=C(F)C(=O)[O-]",
  "de_lowest_kcal_mol": 0.0,
  "spin_multiplicity": 1,
  "symbols": ["C", "C", "C", "O", "O", "F", "H", "H"],
  "xyz": [[-0.7686, -0.9774, 0.1998], [-0.1617, 0.0082, -0.4381], [0.9083, 0.9654, 0.1933], [1.1512, 0.7154, 1.3812], [1.3715, 1.8303, -0.5531], [-0.4793, 0.2250, -1.7512], [-1.5038, -1.6215, -0.2624], [-0.5175, -1.1454, 1.2305]]
}

***

[3]
{
  "formula": "C3H2FO2Sn",
  "method": "the ωB97M-V functional and the def2-TZVPD basis",
  "homo_energy_ev": [-18.066, -19.204],
  "charge": 2,
  "de_lowest_kcal_mol": 0.8,
  "spin_multiplicity": 2,
  "symbols": ["H", "F", "O", "O", "C", "C", "C", "H", "Sn"],
  "xyz": [[0.6690, -2.1676, 0.8757], [-1.1576, 1.5912, -0.2541], [-1.3560, 2.3732, 1.7648], [-0.0832, -1.8098, 0.3666], [-0.9488, 1.4690, 1.0383], [-0.1327, 0.3357, 1.4941], [-0.5991, -0.7409, 0.8195], [0.1633, 0.2994, 2.5450], [-2.0478, 3.9889, 1.7312]]
}

***

[4]
{
  "formula": "C3H2FO3",
  "method": "the ωB97M-V functional and the def2-TZVPD basis",
  "homo_energy_ev": [-4.262, -4.261],
  "charge": -1,
  "de_lowest_kcal_mol": 94.2,
  "spin_multiplicity": 1,
  "symbols": ["C", "C", "C", "O", "O", "O", "F", "H", "H"],
  "xyz": [[1.4783, 0.7283, 0.0976], [-1.6739, -0.1926, -0.1205], [0.2854, -0.3748, -0.2050], [2.3998, 0.2699, 0.8025], [1.2692, 1.7772, -0.3950], [-0.7069, -0.2544, -1.1865], [0.5526, -1.7065, 0.1317], [-1.7759, -1.0871, 0.5108], [-1.8286, 0.8399, 0.3645]]
}

***

[5]
{
  "formula": "C3H2FPS",
  "method": "the ωB97M-V functional and the def2-TZVPD basis",
  "homo_energy_ev": [-8.683, -8.683],
  "smiles": "FC#P=CC=S",
  "de_lowest_kcal_mol": 63.2,
  "spin_multiplicity": 1,
  "symbols": ["C", "C", "C", "F", "P", "S", "H", "H"],
  "xyz": [[0.8553, 0.6344, 0.0276], [0.9365, -0.6946, 0.0226], [-1.6506, 0.2720, -0.1240], [-2.8506, -0.1126, -0.0024], [-0.6608, 1.5713, -0.2544], [-0.3851, -1.8166, -0.2282], [1.7976, 1.0915, 0.1969], [1.9576, -0.9455, 0.3619]]
}

***

[6]
{
  "formula": "C3H2FeO3",
  "method": "the ωB97M-V functional and the def2-TZVPD basis",
  "homo_energy_ev": [-7.151, -7.261],
  "de_lowest_kcal_mol": 0.0,
  "spin_multiplicity": 5,
  "symbols": ["H", "C", "O", "O", "C", "C", "O", "H", "Fe"],
  "xyz": [[0.4163, 0.5477, 0.4881], [1.6125, 0.7303, -2.2429], [1.6708, 1.5104, -3.0964], [1.5723, 0.1135, -1.2592], [-1.2903, -1.4200, 2.0506], [-0.4216, -0.6569, 1.6975], [0.5675, 0.1028, 1.3438], [-2.0480, -2.1311, 2.3198], [-2.0795, 1.2033, -1.3013]]
}

***

[7]
{
  "formula": "C3H2IN2",
  "method": "the ωB97M-V functional and the def2-TZVPD basis",
  "homo_energy_ev": [-14.539, -15.314],
  "charge": 1,
  "de_lowest_kcal_mol": 0.0,
  "spin_multiplicity": 3,
  "symbols": ["C", "C", "C", "N", "N", "I", "H", "H"],
  "xyz": [[-1.6712, 0.5375, 0.0237], [1.0390, 0.1441, 0.1229], [0.0491, -0.8617, -0.0415], [-1.9953, 1.6601, 0.1355], [-1.2197, -0.6536, -0.2100], [3.0387, -0.0886, 0.1950], [0.5769, 1.2513, -0.0366], [0.1826, -1.9892, -0.1890]]
}

***

[8]
{
  "formula": "C3H2IN2S",
  "method": "the ωB97M-V functional and the def2-TZVPD basis",
  "homo_energy_ev": [-3.163, -3.163],
  "charge": -1,
  "de_lowest_kcal_mol": 94.0,
  "spin_multiplicity": 1,
  "symbols": ["C", "C", "C", "N", "N", "S", "I", "H", "H"],
  "xyz": [[-0.2950, -0.9067, -0.9636], [0.2457, -0.6438, 1.6247], [0.9139, -1.3281, -0.5596], [-1.2133, -0.3367, -0.1305], [-0.7903, -0.2498, 1.0334], [2.3524, -2.0100, -0.9394], [-1.2781, 6.8093, -0.5512], [-0.6484, -1.0749, -2.0587], [0.7132, -0.2593, 2.5448]]
}

***

[9]
{
  "formula": "C3H2IO3",
  "method": "the ωB97M-V functional and the def2-TZVPD basis",
  "homo_energy_ev": -15.644,
  "charge": 1,
  "de_lowest_kcal_mol": 50.2,
  "spin_multiplicity": 1,
  "symbols": ["C", "C", "C", "O", "O", "O", "I", "H", "H"],
  "xyz": [[-0.8329, 0.1835, 0.1985], [-1.1086, 3.2586, 0.2890], [0.2094, 0.4446, -0.7968], [-1.0544, 4.1858, -0.3280], [0.2521, 1.1701, -1.7250], [-1.1087, 2.2610, 0.8348], [-2.6063, -0.5311, -0.1149], [-0.3914, -0.0907, 1.2550], [1.0107, -0.1610, -0.4559]]
}

***

[10]
{
  "formula": "C3H2KLiMgO3",
  "method": "the ωB97M-V functional and the def2-TZVPD basis",
  "homo_energy_ev": [-13.020, -13.021],
  "charge": 2,
  "de_lowest_kcal_mol": 0.0,
  "spin_multiplicity": 1,
  "symbols": ["C", "C", "O", "H", "H", "Li", "K", "O", "C", "O", "Mg"],
  "xyz": [[-0.1628, -0.7355, 1.2663], [-0.5434, 0.5551, 1.4228], [0.9937, -1.0927, 0.6773], [-0.7867, -1.5549, 1.6573], [0.0888, 1.3608, 1.0147], [1.9637, -2.7419, -1.0574], [2.9668, -0.1457, 2.0635], [-2.1688, -0.2078, -1.3942], [-2.7375, -0.1903, -0.4135], [-1.6970, 1.0261, 2.0157], [-3.3702, 0.2392, 1.8118]]
}

***

[11]
{
  "formula": "C3H2Li2O3V",
  "method": "the ωB97M-V functional and the def2-TZVPD basis",
  "homo_energy_ev": [-14.306, -14.374],
  "charge": 2,
  "de_lowest_kcal_mol": 111.7,
  "spin_multiplicity": 4,
  "symbols": ["C", "C", "O", "H", "H", "Li", "Li", "O", "C", "O", "V"],
  "xyz": [[-1.7227, 0.1957, 0.6292], [-0.5501, -0.1483, -0.3114], [-2.8645, -0.2121, 0.4153], [-1.4148, 0.7774, 1.4981], [-0.5091, -1.0240, -0.9627], [-4.1040, 0.4494, -0.6584], [-3.1102, -1.7824, 1.2497], [0.4826, 0.6922, -0.2634], [1.7623, 0.2990, -0.6026], [2.4731, -0.5529, -0.8740], [3.0095, -0.0042, 0.8865]]
}

***

[12]
{
  "formula": "C3H2LiMgO3",
  "method": "the ωB97M-V functional and the def2-TZVPD basis",
  "homo_energy_ev": [-6.545, -6.550],
  "de_lowest_kcal_mol": 39.0,
  "spin_multiplicity": 2,
  "symbols": ["C", "O", "H", "Li", "C", "O", "C", "O", "Mg", "H"],
  "xyz": [[-2.1962, -0.1395, 0.2400], [-3.2378, 0.4491, -0.2003], [-0.8124, 0.9783, -1.0440], [-4.3673, -0.9164, 0.1238], [-0.8980, 0.3268, -0.1680], [0.1126, -0.6714, -0.1140], [1.3296, -0.4088, -0.5704], [1.5266, 0.6844, -1.1687], [3.3688, -0.3268, -1.2475], [-1.3092, 0.7664, 1.0504]]
}

***

[13]
{
  "formula": "C3H2LiNdO3",
  "method": "the ωB97M-V functional and the def2-TZVPD basis",
  "homo_energy_ev": [-10.739, -11.007],
  "charge": 1,
  "de_lowest_kcal_mol": 0.0,
  "spin_multiplicity": 5,
  "symbols": ["O", "O", "C", "C", "O", "C", "Li", "H", "H", "Nd"],
  "xyz": [[3.3915, 1.3847, 1.8530], [2.2013, 2.4024, -0.4175], [2.4522, 2.2883, -1.7386], [1.6786, 1.2985, 0.3199], [2.1231, 1.2016, -2.2764], [2.4326, 0.7371, 1.3615], [3.1822, 4.0332, -2.6220], [1.9850, -0.0441, 2.0161], [0.6835, 1.5980, 0.8549], [1.1628, -0.6844, -1.4061]]
}

***

[14]
{
  "formula": "C3H2LiO2",
  "method": "the ωB97M-V functional and the def2-TZVPD basis",
  "homo_energy_ev": -14.468,
  "charge": 1,
  "de_lowest_kcal_mol": 2.9,
  "spin_multiplicity": 1,
  "symbols": ["O", "C", "C", "O", "C", "H", "H", "Li"],
  "xyz": [[0.9142, -0.5882, 0.2986], [-1.0670, -0.9923, 0.5831], [1.1795, 0.4752, -0.2512], [-1.7600, -0.1682, 0.1137], [0.5970, 1.5109, -0.7436], [-0.7150, 1.1874, -0.5263], [1.0376, 2.4795, -0.9577], [0.4481, -2.3763, 0.5975]]
}

***

[15]
{
  "formula": "C3H2LiO3Sn",
  "method": "the ωB97M-V functional and the def2-TZVPD basis",
  "homo_energy_ev": [-18.797, -19.283],
  "charge": 2,
  "de_lowest_kcal_mol": 0.0,
  "spin_multiplicity": 2,
  "symbols": ["C", "C", "O", "Li", "H", "H", "O", "C", "Sn", "O"],
  "xyz": [[-1.7826, -0.7471, -0.0344], [-0.8013, 0.2026, 0.2105], [-0.8939, 1.3073, 0.7395], [0.8029, 2.3157, 0.9369], [-1.5379, -1.6538, -0.5864], [-2.7992, -0.5648, 0.3132], [1.3269, -1.1928, -0.7441], [0.8943, -0.1335, -0.2655], [3.1035, -0.3434, -0.6244], [1.6872, 0.8099, 0.0547]]
}

***

[16]
{
  "formula": "C3H2MgO3Rb",
  "method": "the ωB97M-V functional and the def2-TZVPD basis",
  "homo_energy_ev": -7.754,
  "charge": 1,
  "de_lowest_kcal_mol": 11.1,
  "spin_multiplicity": 1,
  "symbols": ["C", "C", "O", "Mg", "H", "H", "O", "C", "Rb", "O"],
  "xyz": [[-1.2197, 1.6754, -1.5244], [0.0225, 1.3757, -1.7889], [1.1030, 1.2621, -2.2572], [3.0410, 0.8716, -1.8431], [-2.0213, 0.9998, -1.7771], [-1.4792, 2.5858, -1.0081], [-1.6952, -1.5577, 2.4312], [-0.6556, -1.5003, 1.9726], [2.3010, -3.9281, 3.9543], [0.6036, -1.7842, 1.8407]]
}

***

[17]
{
  "formula": "C3H2MgO4",
  "method": "the ωB97M-V functional and the def2-TZVPD basis",
  "homo_energy_ev": -7.340,
  "de_lowest_kcal_mol": 2.2,
  "spin_multiplicity": 1,
  "symbols": ["O", "C", "O", "O", "C", "C", "O", "Mg", "H", "H"],
  "xyz": [[0.2962, 0.7116, -2.2295], [-0.7530, 0.1304, -1.9508], [-1.5786, -0.5837, -2.4028], [-0.6993, 0.5855, -0.0842], [-0.4974, -0.3019, 0.9607], [0.7468, -0.3834, 1.4827], [1.7796, 0.2986, 0.9831], [1.1488, 1.3766, -0.4825], [-1.3721, -0.8152, 1.3636], [0.9289, -1.0184, 2.3597]]
}

***

[18]
{
  "formula": "C3H2N2",
  "method": "the ωB97M-V functional and the def2-TZVPD basis",
  "homo_energy_ev": -11.809,
  "smiles": "N#CCC#N",
  "de_lowest_kcal_mol": 38.9,
  "spin_multiplicity": 1,
  "symbols": ["C", "C", "C", "H", "H", "N", "N"],
  "xyz": [[1.1640, -0.0920, 0.0191], [-0.0852, 0.9173, -0.0035], [-1.1803, 0.0887, -0.1779], [-0.2874, 1.4614, 1.0906], [0.1096, 1.9512, -0.5811], [2.1808, -0.5532, -0.0020], [-2.0684, -0.7177, 0.0683]]
}

***

[19]
{
  "formula": "C3H2N2",
  "method": "the ωB97M-V functional and the def2-TZVPD basis",
  "homo_energy_ev": -9.897,
  "de_lowest_kcal_mol": 131.5,
  "spin_multiplicity": 1,
  "symbols": ["C", "C", "C", "N", "N", "H", "H"],
  "xyz": [[-0.1519, 0.0560, -0.0647], [-1.4889, -0.1224, -0.0656], [-3.6350, 0.0599, 0.3235], [-2.6464, 0.8146, -0.1340], [-2.6086, -0.8052, -0.2191], [0.4471, -0.7786, 0.1016], [0.3556, 0.9549, -0.1594]]
}

***

[20]
{
  "formula": "C3H2N2",
  "method": "the ωB97M-V functional and the def2-TZVPD basis",
  "homo_energy_ev": -9.883,
  "smiles": "C1=CN=1.C#N",
  "de_lowest_kcal_mol": 100.4,
  "spin_multiplicity": 1,
  "symbols": ["C", "C", "C", "N", "N", "H", "H"],
  "xyz": [[0.8449, 1.9333, 0.7679], [-0.7934, -1.7585, -0.5970], [0.2085, -1.0331, 0.0904], [0.2847, 1.9329, -0.2243], [-0.6181, -0.4829, -0.9094], [-1.3254, -2.6109, -0.9074], [1.3988, 2.0193, 1.7799]]
}